# 1
Formula: C28H31N5O
Source: the Open Molecules 2025 dataset
Level of theory: ωB97M-V with the def2-TZVPD basis set

Positions of all 65 atoms, in Å:
O1 1.153 -1.047 -0.550
N1 3.937 -6.125 0.937
N2 0.084 3.550 8.228
N3 -2.960 1.646 -2.273
N4 -4.737 -5.086 -1.040
N5 3.371 5.720 -2.267
C1 0.583 3.564 6.946
C2 0.643 5.934 -2.406
C3 5.270 -6.346 1.109
C4 5.840 -4.958 -0.705
C5 -5.113 0.942 -2.992
C6 -0.107 2.983 5.859
C7 -1.047 2.868 8.421
C8 4.531 -4.777 -0.955
C9 1.127 0.003 -0.007
C10 -4.315 -3.801 -1.335
C11 -3.888 -6.108 -1.215
C12 -2.969 -3.497 -1.590
C13 6.246 -5.856 0.300
C14 1.967 1.194 -0.414
C15 -4.260 1.408 -2.012
C16 -1.224 2.192 6.136
C17 0.195 0.132 1.144
C18 1.269 5.958 -1.153
C19 2.676 5.949 -1.135
C20 -2.123 -4.592 -1.775
C21 -4.683 0.719 -4.319
C22 -2.545 1.488 -3.535
C23 3.610 -5.406 -0.128
C24 2.699 5.685 -3.453
C25 1.341 5.871 -3.520
C26 -3.391 1.030 -4.571
C27 -1.705 2.146 7.451
C28 -2.513 -5.909 -1.490
H1 -5.069 -3.030 -1.268
H2 4.177 -4.174 -1.778
H3 1.417 4.243 6.853
H4 -0.200 1.147 1.163
H5 -1.846 -6.716 -1.757
H6 2.772 0.938 -1.102
H7 -4.730 1.561 -1.052
H8 -4.280 -7.106 -1.085
H9 -2.594 -2.506 -1.801
H10 6.583 -4.500 -1.341
H11 -1.352 2.783 9.453
H12 0.794 6.144 -0.201
H13 -6.114 0.682 -2.683
H14 -5.321 0.222 -5.034
H15 1.468 2.011 -0.934
H16 2.558 -5.181 -0.218
H17 -0.680 -0.518 1.131
H18 -2.558 1.569 7.776
H19 -3.001 0.891 -5.569
H20 -0.428 5.993 -2.533
H21 0.311 2.949 4.864
H22 0.933 -0.019 1.932
H23 -1.525 1.798 -3.707
H24 3.182 6.022 -0.184
H25 -1.090 -4.361 -1.991
H26 7.287 -6.127 0.396
H27 5.545 -6.981 1.938
H28 0.837 5.939 -4.472
H29 3.321 5.561 -4.327
H30 -1.683 1.636 5.332
H31 2.321 1.656 0.508

Computed properties:
M = 453.59 g mol⁻¹
Kohn-Sham gap = 9.88 eV
E_HOMO = -9.5 eV
largest force on an atom = 0.077 hartree/bohr
SMILES string = c1ccncc1.c1ccncc1.c1ccncc1.c1ccncc1.c1ccncc1.CC(C)=O
relative energy (zero: lowest compared OMol25 entry of this formula, charge and spin) = 388.27 kJ/mol



# 2
Formula: C28H31NO4
Source: the Open Molecules 2025 dataset
Level of theory: ωB97M-V with the def2-TZVPD basis set

Positions of all 64 atoms, in Å:
O1 -2.425 2.223 -0.033
O2 5.020 2.790 -0.972
O3 -2.666 1.857 -2.598
O4 -0.145 -0.160 2.253
N1 1.658 -0.602 0.974
C1 2.304 0.670 1.188
C2 -0.429 -3.900 4.323
C3 -1.509 -4.744 4.132
C4 2.451 1.470 -0.127
C5 -1.412 1.712 -2.088
C6 0.958 1.272 -2.201
C7 4.316 1.875 -1.789
C8 -2.367 2.328 1.372
C9 -1.731 -3.931 1.885
C10 -3.279 -1.026 -1.760
C11 -1.102 -1.962 -1.383
C12 3.576 0.824 -0.966
C13 -0.656 -3.073 2.073
C14 -0.161 -2.193 0.945
C15 -3.422 -0.820 -0.399
C16 -1.253 -1.785 -0.015
C17 -0.002 -3.074 3.298
C18 1.109 1.513 -0.848
C19 2.870 2.925 0.194
C20 -2.156 -4.760 2.908
C21 -0.028 1.864 -0.118
C22 -2.841 1.698 -3.983
C23 0.433 -0.886 1.471
C24 -2.416 -1.199 0.470
C25 4.386 3.067 0.263
C26 -1.279 1.935 -0.701
C27 -0.285 1.382 -2.814
C28 -2.115 -1.591 -2.250
H1 -3.403 2.393 1.702
H2 -2.995 -5.421 2.748
H3 3.609 2.419 -2.432
H4 -1.891 1.453 1.823
H5 0.612 -2.748 0.396
H6 2.492 3.589 -0.587
H7 -1.835 3.233 1.682
H8 2.435 3.245 1.140
H9 -4.072 -0.741 -2.435
H10 1.797 1.011 -2.826
H11 -1.844 -5.388 4.932
H12 1.689 1.203 1.914
H13 -0.350 1.199 -3.875
H14 -2.241 -3.950 0.933
H15 -1.992 -1.753 -3.312
H16 0.084 -3.884 5.273
H17 0.063 2.076 0.932
H18 -3.899 1.876 -4.169
H19 -0.197 -2.406 -1.774
H20 4.664 4.094 0.519
H21 2.058 -1.199 0.268
H22 -4.321 -0.362 -0.015
H23 -2.248 2.424 -4.551
H24 3.184 0.047 -1.621
H25 4.306 0.355 -0.302
H26 4.788 2.403 1.043
H27 -2.523 -1.049 1.533
H28 5.072 1.408 -2.426
H29 3.291 0.508 1.636
H30 0.842 -2.419 3.457
H31 -2.581 0.686 -4.310

Computed properties:
M = 445.56 g mol⁻¹
Kohn-Sham gap = 8.45 eV
E_HOMO = -7.9 eV
largest force on an atom = 0.011 hartree/bohr
SMILES string = COc1ccc(C2(CNC(=O)C(c3ccccc3)c3ccccc3)CCOCC2)cc1OC
relative energy (zero: lowest compared OMol25 entry of this formula, charge and spin) = 0.00 kJ/mol



# 3
Formula: C28H32BF3O3
Source: the Open Molecules 2025 dataset
Level of theory: ωB97M-V with the def2-TZVPD basis set

Positions of all 67 atoms, in Å:
F1 -1.464 0.184 -7.080
F2 -3.380 0.512 -6.064
F3 -2.098 2.212 -6.565
O1 1.658 -1.191 -1.294
O2 0.211 1.208 4.505
O3 2.100 1.163 -1.099
C1 3.899 -0.354 -1.767
C2 -4.645 1.080 4.883
C3 -1.093 -0.617 0.654
C4 -3.759 2.161 4.751
C5 -4.193 -0.237 4.667
C6 4.942 -0.504 -2.855
C7 2.863 -1.467 -2.008
C8 4.518 -0.521 -0.382
C9 -0.148 0.348 1.144
C10 -3.393 -1.137 -0.090
C11 -0.812 -2.021 0.537
C12 -1.821 -2.952 0.271
C13 1.230 0.027 1.651
C14 -0.605 0.390 3.899
C15 1.503 0.782 4.990
C16 -0.091 1.685 -2.994
C17 -0.850 1.883 -4.136
C18 -0.513 -0.700 -3.122
C19 0.135 0.387 -2.520
C20 3.309 1.089 -1.846
C21 -3.126 -2.517 -0.007
C22 -2.074 0.935 -6.106
C23 -1.999 0.626 4.117
C24 -2.871 -0.481 4.293
C25 -2.381 -0.214 0.156
C26 -2.437 1.946 4.389
C27 -1.253 -0.509 -4.273
C28 -1.375 0.775 -4.777
B1 1.299 0.123 -1.557
H1 1.670 -0.898 1.255
H2 3.750 -0.400 0.403
H3 -4.870 -1.077 4.856
H4 3.257 -2.421 -1.646
H5 -1.722 -1.348 -4.779
H6 4.968 -1.521 -0.284
H7 -3.916 -3.254 -0.219
H8 5.299 0.240 -0.220
H9 -4.406 -0.813 -0.350
H10 5.736 0.248 -2.771
H11 -2.578 0.846 -0.042
H12 -1.018 2.881 -4.529
H13 2.628 -1.564 -3.076
H14 3.110 1.366 -2.893
H15 -5.677 1.259 5.202
H16 0.341 2.538 -2.486
H17 4.030 1.803 -1.423
H18 -1.591 -4.020 0.264
H19 1.898 0.846 1.369
H20 5.385 -1.508 -2.826
H21 -0.424 -1.693 -2.704
H22 4.452 -0.380 -3.829
H23 -1.687 2.734 4.376
H24 2.090 1.691 5.134
H25 1.328 -0.031 2.744
H26 -2.438 -1.481 4.203
H27 -4.086 3.172 4.991
H28 -0.147 1.287 0.563
H29 1.360 0.259 5.941
H30 0.225 -2.358 0.580
H31 -0.275 -0.615 3.537
H32 2.022 0.118 4.292

Computed properties:
M = 484.37 g mol⁻¹
Kohn-Sham gap = 5.11 eV
E_HOMO = -5.9 eV
largest force on an atom = 0.050 hartree/bohr



# 4
Formula: C28H32BF5N2O20
Source: the Open Molecules 2025 dataset
Level of theory: ωB97M-V with the def2-TZVPD basis set

Positions of all 88 atoms, in Å:
F1 -8.255 -6.407 -6.058
F2 -5.064 -0.790 -5.142
F3 3.607 -0.629 -4.762
F4 0.046 -1.933 -2.530
F5 5.329 0.977 5.944
O1 -1.432 3.192 5.225
O2 1.260 -0.517 1.500
O3 -1.020 -0.157 1.529
O4 3.235 -1.039 -1.554
O5 3.092 1.199 -1.733
O6 4.610 -2.528 -4.063
O7 3.466 -0.222 5.496
O8 -2.182 4.825 3.668
O9 -4.901 -4.649 -3.734
O10 1.663 -1.532 5.866
O11 -1.676 2.248 -0.539
O12 6.646 -2.244 -4.944
O13 -5.632 1.166 -1.192
O14 -6.522 -5.888 -4.702
O15 6.117 -4.210 -3.980
O16 -6.667 -3.661 -4.719
O17 1.384 -0.115 -2.406
O18 2.599 -0.373 7.554
O19 -5.370 0.553 -3.349
O20 -4.683 -0.805 -1.713
N1 2.013 5.117 2.333
N2 0.705 2.722 3.123
C1 4.011 0.853 6.241
C2 -5.924 -4.724 -4.327
C3 -7.745 -4.146 -5.526
C4 2.618 0.124 -1.885
C5 2.534 1.445 2.223
C6 2.540 3.883 2.093
C7 0.211 0.131 0.887
C8 4.769 -1.138 -4.266
C9 -2.096 0.227 0.710
C10 -2.318 1.719 0.639
C11 0.195 3.913 3.363
C12 1.825 0.172 2.616
C13 1.317 -1.495 -2.723
C14 3.779 3.780 1.420
C15 5.886 -1.077 -5.279
C16 3.741 1.385 1.588
C17 2.489 -0.790 6.268
C18 5.827 -3.111 -4.300
C19 -4.514 -1.524 -2.945
C20 -4.522 -0.405 -3.958
C21 1.906 2.697 2.488
C22 -5.268 0.380 -2.000
C23 2.282 -2.100 -1.733
C24 -1.873 1.866 4.891
C25 -7.858 -5.580 -5.062
C26 4.373 2.580 1.175
C27 0.869 5.090 2.968
C28 3.795 0.404 7.667
B1 -1.206 3.969 4.124
H1 -3.546 0.046 -4.145
H2 1.589 -1.639 -3.768
H3 2.575 -0.491 3.034
H4 -1.563 1.571 3.888
H5 -5.348 -2.207 -3.085
H6 -2.996 -0.227 1.114
H7 -3.379 1.967 0.575
H8 4.993 -0.654 -3.316
H9 -1.978 -0.132 -0.319
H10 -1.423 1.166 5.584
H11 -2.139 4.863 2.707
H12 0.415 6.042 3.214
H13 -8.507 -5.727 -4.197
H14 1.800 -2.314 -0.777
H15 -8.648 -3.567 -5.357
H16 -3.588 -2.092 -2.941
H17 0.339 1.216 0.832
H18 -2.958 1.806 4.927
H19 4.612 -0.228 8.017
H20 4.258 4.690 1.090
H21 3.496 1.777 5.972
H22 -7.469 -4.085 -6.579
H23 -1.792 3.201 -0.527
H24 4.157 0.404 1.416
H25 5.510 -1.165 -6.300
H26 0.161 -0.242 -0.141
H27 2.769 -2.999 -2.102
H28 6.491 -0.179 -5.195
H29 3.656 1.230 8.360
H30 1.090 0.347 3.394
H31 -1.900 2.236 1.505
H32 5.311 2.559 0.647

Computed properties:
M = 822.36 g mol⁻¹
Kohn-Sham gap = 8.62 eV
E_HOMO = -9.0 eV
largest force on an atom = 0.021 hartree/bohr
SMILES string = COB(O)c1cnc2cccc(COCOCCO)c2n1.O=C1OC[C@@H](F)O1.O=C1OC[C@@H](F)O1.O=C1OC[C@@H](F)O1.O=C1OC[C@@H](F)O1.O=C1OC[C@@H](F)O1
relative energy (zero: lowest compared OMol25 entry of this formula, charge and spin) = 0.00 kJ/mol



# 5
Formula: C28H32Cl2O2PbSi
Source: the Open Molecules 2025 dataset
Level of theory: ωB97M-V with the def2-TZVPD basis set

Positions of all 66 atoms, in Å:
Pb1 -0.794 0.634 -1.008
Cl1 -0.319 3.131 -1.198
Cl2 -2.995 0.450 0.036
Si1 0.321 0.120 1.878
O1 2.575 3.809 -0.935
O2 1.275 -0.404 0.203
C1 -1.429 -2.976 -3.012
C2 -2.253 -1.169 2.889
C3 1.850 -0.241 2.733
C4 1.553 -2.080 -3.371
C5 -1.800 -0.541 -3.706
C6 4.229 -0.029 2.724
C7 -2.639 -3.574 2.665
C8 0.521 4.265 2.228
C9 -0.183 1.935 2.363
C10 0.378 0.145 -3.936
C11 0.688 2.915 1.884
C12 -0.969 0.576 -4.042
C13 4.324 -1.058 3.678
C14 3.150 -1.696 4.122
C15 -0.543 4.672 3.063
C16 -0.967 -1.676 -3.489
C17 -1.460 1.940 -4.163
C18 -1.447 -3.671 1.917
C19 -3.240 -0.484 -3.462
C20 2.990 0.411 2.265
C21 0.367 -1.250 -3.625
C22 1.573 0.987 -3.956
C23 -1.298 2.337 3.127
C24 -1.004 -1.281 2.235
C25 -0.650 -2.526 1.696
C26 -3.045 -2.315 3.141
C27 -1.455 3.689 3.510
C28 1.901 -1.300 3.640
H1 -1.893 2.140 -5.131
H2 -1.171 -4.648 1.488
H3 1.336 -2.848 -2.621
H4 2.386 0.540 -3.363
H5 -2.676 -0.181 3.167
H6 1.185 5.043 1.815
H7 -3.543 -1.238 -2.714
H8 5.306 -1.361 4.086
H9 2.413 -1.486 -3.071
H10 -3.838 -0.665 -4.359
H11 -3.271 -4.456 2.840
H12 -1.880 -3.537 -3.817
H13 -2.178 -2.878 -2.224
H14 1.011 -1.884 3.912
H15 1.368 1.982 -3.558
H16 2.966 1.146 1.454
H17 -2.332 4.010 4.101
H18 3.215 -2.537 4.815
H19 -0.667 5.737 3.360
H20 -0.594 -3.567 -2.645
H21 5.138 0.425 2.332
H22 -0.661 2.655 -3.989
H23 -2.112 1.643 3.406
H24 1.951 1.085 -4.982
H25 0.238 -2.596 1.045
H26 1.827 -2.592 -4.294
H27 2.079 -0.876 -0.254
H28 -2.231 2.151 -3.413
H29 1.468 2.679 1.158
H30 3.505 4.068 -1.227
H31 -3.541 0.503 -3.074
H32 -4.008 -2.204 3.664

Computed properties:
M = 706.75 g mol⁻¹
Kohn-Sham gap = 4.63 eV
E_HOMO = -0.4 eV
largest force on an atom = 0.065 hartree/bohr
total charge = -2



# 6
Formula: C28H32Cl3GeIN3O2Ti
Source: the Open Molecules 2025 dataset
Level of theory: ωB97M-V with the def2-TZVPD basis set

Positions of all 71 atoms, in Å:
I1 -5.517 2.482 -4.254
Ge1 1.077 -0.452 0.599
Ti1 -1.186 1.104 -0.352
Cl1 1.069 4.257 2.492
Cl2 -2.764 0.599 1.800
Cl3 -2.267 3.106 6.563
O1 -1.826 -0.475 -1.167
O2 -0.501 2.215 1.049
N1 -0.223 1.490 -2.210
N2 0.186 1.329 -4.341
N3 -2.748 2.557 -0.968
C1 -0.893 2.436 2.297
C2 -4.356 4.435 -2.226
C3 -0.275 0.666 -3.258
C4 -1.853 -2.581 -2.229
C5 3.962 -2.034 0.429
C6 -2.753 3.832 -0.559
C7 -3.550 2.203 -1.979
C8 -0.728 -2.896 -4.331
C9 2.931 -2.355 -0.649
C10 -0.680 3.570 4.434
C11 1.797 -2.247 3.563
C12 4.901 -3.201 0.707
C13 -1.752 2.848 4.937
C14 -3.549 4.791 -1.156
C15 0.292 2.694 -2.651
C16 0.549 2.602 -3.977
C17 2.743 -3.308 4.114
C18 -2.414 1.924 4.147
C19 0.078 -1.713 1.741
C20 -1.470 -1.236 -2.201
C21 -1.489 -3.400 -3.276
C22 0.960 -2.780 2.406
C23 1.995 -1.187 -0.986
C24 -0.260 3.363 3.133
C25 -1.972 1.743 2.852
C26 -4.347 3.114 -2.645
C27 -0.713 -0.721 -3.269
C28 -0.349 -1.573 -4.320
H1 -3.532 5.810 -0.797
H2 4.538 -1.153 0.130
H3 1.955 0.549 1.371
H4 3.445 -1.759 1.355
H5 0.273 -1.202 -5.126
H6 1.133 -1.892 4.357
H7 -2.088 4.078 0.259
H8 3.329 -2.922 4.948
H9 -3.252 1.360 4.531
H10 5.463 -3.464 -0.190
H11 -0.428 -3.541 -5.146
H12 0.314 -3.582 2.777
H13 -0.168 4.292 5.054
H14 3.439 -3.646 3.343
H15 0.445 3.526 -1.985
H16 -1.792 -4.438 -3.274
H17 2.187 -4.179 4.466
H18 1.623 -3.244 1.671
H19 -0.429 -1.120 2.505
H20 0.951 3.313 -4.677
H21 0.221 0.956 -5.273
H22 4.340 -4.085 1.019
H23 5.613 -2.956 1.495
H24 -3.523 1.160 -2.267
H25 3.455 -2.658 -1.562
H26 -4.976 5.171 -2.720
H27 1.238 -1.499 -1.705
H28 2.548 -0.357 -1.431
H29 2.339 -3.222 -0.342
H30 -2.443 -2.952 -1.401
H31 -0.692 -2.171 1.118
H32 2.372 -1.374 3.238

Computed properties:
M = 796.32 g mol⁻¹
Kohn-Sham gap (alpha / beta) = 7.63 / 7.10 eV
⟨S²⟩ = 2.004
E_HOMO (alpha / beta) = -10.2 / -11.0 eV
largest force on an atom = 0.009 hartree/bohr
multiplicity = 3
relative energy (zero: lowest compared OMol25 entry of this formula, charge and spin) = 0.00 kJ/mol
total charge = +1



# 7
Formula: C28H32GeN4PdSb
Source: the Open Molecules 2025 dataset
Level of theory: ωB97M-V with the def2-TZVPD basis set

Positions of all 67 atoms, in Å:
Sb1 -1.238 1.080 -1.329
Pd1 0.042 -0.435 0.805
Ge1 1.550 -2.251 2.650
N1 0.001 2.937 3.492
N2 0.374 1.744 1.688
N3 -1.699 -0.076 2.197
N4 -2.564 1.144 3.802
C1 3.665 1.956 -1.429
C2 2.985 -0.981 2.403
C3 1.851 0.401 -1.163
C4 -1.165 -1.053 -1.590
C5 3.214 0.681 -1.128
C6 -2.117 -1.859 -0.968
C7 -0.296 -1.653 -2.517
C8 -1.553 1.011 2.921
C9 1.369 2.689 1.800
C10 -3.409 0.062 3.632
C11 -2.346 1.039 -5.615
C12 -2.201 -3.223 -1.231
C13 1.385 2.658 -1.779
C14 -2.262 2.377 -5.967
C15 -1.315 -3.800 -2.123
C16 0.486 -1.826 4.211
C17 2.745 2.942 -1.763
C18 2.311 -4.017 2.869
C19 0.906 1.380 -1.484
C20 -2.049 0.636 -4.318
C21 0.363 -2.325 1.047
C22 -0.414 1.913 2.716
C23 1.147 3.448 2.907
C24 -1.665 1.570 -3.358
C25 -1.899 3.321 -5.017
C26 -0.362 -3.011 -2.771
C27 -1.615 2.919 -3.719
C28 -2.855 -0.681 2.640
H1 -4.302 -0.065 4.217
H2 -0.569 -2.861 1.222
H3 0.700 3.459 -2.035
H4 -2.722 1.908 4.435
H5 2.949 -4.277 2.024
H6 0.810 -2.683 0.115
H7 -2.956 -3.825 -0.740
H8 3.923 -0.102 -0.889
H9 2.914 -4.024 3.779
H10 -1.364 3.681 -2.987
H11 -1.849 4.368 -5.288
H12 -2.823 -1.409 -0.278
H13 -0.395 -2.467 4.259
H14 3.088 3.939 -2.012
H15 3.486 -1.136 1.447
H16 0.315 -3.461 -3.487
H17 1.528 -4.770 2.962
H18 0.156 -0.786 4.219
H19 -3.221 -1.602 2.220
H20 -2.489 2.687 -6.979
H21 2.156 2.766 1.068
H22 1.547 -0.635 -1.011
H23 1.091 -2.004 5.102
H24 3.710 -1.154 3.201
H25 -0.399 3.247 4.360
H26 -2.125 -0.415 -4.068
H27 0.429 -1.049 -3.049
H28 4.725 2.176 -1.419
H29 -1.373 -4.861 -2.332
H30 1.683 4.278 3.332
H31 -2.644 0.307 -6.355
H32 2.651 0.057 2.454

Computed properties:
M = 725.38 g mol⁻¹
Kohn-Sham gap = 7.24 eV
E_HOMO = -10.7 eV
largest force on an atom = 0.021 hartree/bohr
relative energy (zero: lowest compared OMol25 entry of this formula, charge and spin) = 29.88 kJ/mol
total charge = +1